Entry 1:
85
Properties=species:S:1:pos:R:3:forces:R:3:lowdin_spin:R:1 method="wB97M-V/def2-TZVPD" fmax_ev_per_a=3.4 gap_ha="0.3142 / 0.0790" energy_ha=-1732.83184 charge=+1 spin_multiplicity=2
O 1.904 -1.151 2.754 -1.3 -0.3 -1.5 0.00
O -1.605 4.249 5.916 -1.4 -0.7 0.2 0.00
O -0.158 -2.798 3.212 -0.9 -2.4 -0.2 0.00
O -0.425 -0.952 1.040 -0.6 0.3 -1.0 0.00
O 0.227 1.703 -0.450 1.8 -0.8 -0.4 0.00
O 0.862 -4.100 -2.393 -0.7 -0.3 1.7 0.46
O -2.579 0.455 -5.115 -0.9 -0.5 0.1 0.00
O 2.794 3.119 1.065 0.1 -0.1 0.3 0.00
O -1.366 4.182 2.705 -0.7 0.1 1.5 0.00
O 0.220 0.007 -3.826 0.4 -0.7 0.4 0.00
O -1.249 2.823 -4.261 -0.1 0.2 -1.8 0.00
O 1.562 -6.780 0.015 -0.6 2.0 -0.4 0.18
O 2.487 3.000 -4.588 0.1 0.0 -0.3 0.00
O 3.070 3.629 -1.529 0.0 0.0 -1.0 0.00
C -1.345 -3.621 2.897 0.7 0.8 0.2 0.00
C -0.680 4.797 5.035 -0.3 1.0 -1.9 0.00
C 1.306 0.773 -0.806 0.3 0.4 -0.4 0.00
C -3.378 -0.719 -5.222 0.0 -0.2 0.6 0.00
C -2.595 2.844 -4.886 0.9 -0.8 1.9 0.00
C -1.138 3.259 -2.921 -1.1 -0.1 -0.3 0.00
C 2.646 -0.003 3.120 -0.6 -0.6 0.6 0.00
C 0.554 -2.875 -1.685 1.5 0.4 -0.3 0.06
C 0.754 -5.859 -0.658 -0.9 -1.3 0.0 0.09
C -3.013 4.428 5.533 0.3 -1.3 1.1 0.00
C -1.265 3.212 1.722 -0.6 0.4 -0.5 0.00
C 1.990 -7.911 -0.741 0.4 -0.8 0.8 0.02
C 1.585 -5.140 -1.766 0.8 1.0 -3.0 0.09
C 1.120 -3.491 3.180 -0.6 3.2 -1.0 0.00
C 2.105 -2.320 3.474 0.6 -1.2 1.8 0.00
C -0.364 4.029 3.719 -0.9 1.1 -0.2 0.00
C -3.342 1.516 -4.587 0.8 1.8 -0.6 0.00
H 1.553 2.879 -4.760 -0.3 -0.1 -0.1 0.00
H -1.813 3.641 0.883 0.2 -0.3 -0.3 0.00
H -0.591 1.239 -0.257 0.2 -0.5 0.2 0.00
H 2.073 -2.114 4.544 -0.3 0.2 0.3 0.00
H 2.332 0.305 4.117 0.6 -0.2 0.5 0.00
H -2.184 -3.220 3.465 0.3 -0.2 0.3 0.00
H -1.224 -4.694 3.044 0.3 0.1 0.6 0.00
H 0.229 -5.037 -0.171 0.8 -0.3 1.5 0.00
H 0.296 5.034 5.457 -0.1 -0.6 0.8 0.00
H 1.949 0.396 -0.010 -0.8 -0.1 0.9 0.00
H 2.300 0.847 2.531 0.4 -0.4 -0.7 0.00
H -0.231 3.023 1.432 0.0 -0.1 -0.1 0.00
H 2.331 4.223 -1.396 -0.1 0.2 0.1 0.00
H 1.006 -0.074 -1.424 -0.5 0.1 0.2 0.00
H -3.221 3.650 -4.504 0.2 0.3 0.3 0.00
H 1.778 -5.837 -2.581 -0.4 -0.2 0.0 0.00
H -1.776 2.294 2.013 0.2 -0.4 0.1 0.00
H 3.091 3.104 1.975 0.3 0.1 0.2 0.00
H 1.218 -4.349 3.846 0.0 0.2 0.2 0.00
H -0.180 2.979 3.945 0.1 -0.2 0.0 0.00
H -1.091 5.781 4.810 0.2 0.3 -0.7 0.00
H 3.101 -2.746 3.356 0.5 0.1 -0.4 0.00
H -0.077 -6.390 -1.122 0.2 -0.2 -0.6 0.01
H 2.591 -4.803 -1.516 -0.2 0.4 1.2 0.02
H -0.147 3.355 -2.476 0.5 -0.5 -1.0 0.00
H -0.261 -1.894 1.016 0.1 0.0 0.5 0.00
H -3.977 -0.733 -6.133 0.3 -0.1 -0.3 0.00
H 2.079 1.277 -1.387 -0.6 0.7 -0.4 0.00
H -4.094 -0.820 -4.406 -0.2 0.4 0.3 0.00
H 1.183 -8.579 -1.044 -0.3 0.3 -0.1 0.00
H 0.432 4.525 3.163 1.2 -0.2 0.9 0.00
H -0.224 -2.879 -0.922 -0.9 -0.9 -0.4 0.03
H 1.380 -2.559 -1.047 0.6 -0.1 -0.3 0.01
H -2.745 -1.593 -5.071 0.2 0.0 -0.7 0.00
H 3.693 -0.288 3.017 0.2 0.8 0.2 0.00
H -3.370 3.709 4.795 0.7 0.6 -1.1 0.00
H -3.633 4.018 6.330 0.5 0.4 0.9 0.00
H 2.627 -7.672 -1.592 -0.1 0.4 -0.1 0.01
H -3.560 1.386 -3.528 0.3 -0.1 0.3 0.00
H 0.091 -0.637 1.782 0.4 -0.2 0.4 0.00
H 2.542 3.122 -3.640 0.3 0.0 0.5 0.00
H 1.351 -3.769 2.151 -0.2 -0.6 -0.3 0.00
H 1.858 2.927 1.114 -0.5 -0.1 -0.2 0.00
H 2.611 -8.451 -0.026 0.0 -0.1 -0.2 0.00
H -4.321 1.679 -5.039 -0.2 -0.6 -0.5 0.00
H 0.349 -2.123 -2.447 -0.2 -0.1 -0.1 0.01
H -3.353 5.456 5.413 0.5 0.1 -0.5 0.00
H -1.628 2.470 -2.350 -0.5 0.6 0.8 0.00
H -2.498 3.038 -5.955 0.4 -0.4 0.1 0.00
H -1.688 -3.538 1.866 0.5 0.4 -0.5 0.00
H -0.417 -0.034 -4.539 -0.4 0.3 -0.3 0.00
H -0.197 0.555 -3.162 -0.1 0.4 0.0 0.00
H 3.315 3.348 -0.647 0.1 0.0 0.4 0.00
H -1.543 4.270 -2.866 -0.6 -0.1 0.6 0.00



Entry 2:
94
Properties=species:S:1:pos:R:3:forces:R:3:mulliken_charge:R:1 method="wB97M-V/def2-TZVPD" fmax_ev_per_a=17.3 gap_ha=0.2075 energy_ha=-2055.95384 de_lowest_kj_mol=1951.0
O 3.268 -28.126 8.624 2.5 0.7 -1.6 0.85
O 5.517 -22.710 10.165 4.7 -3.5 -3.5 -0.88
O 4.611 -28.227 4.003 3.2 -9.8 -0.7 -0.63
O 5.435 -27.608 11.144 -0.3 -0.9 -2.0 -0.45
O 3.514 -31.143 7.780 1.3 2.2 -5.2 -0.71
O 1.852 -28.924 12.131 -0.8 2.8 -5.5 -0.71
O 2.255 -24.772 13.605 -0.3 -0.4 1.9 -0.70
O 0.654 -26.599 7.864 -3.7 -0.4 5.9 -0.63
O 7.034 -26.924 8.158 0.4 11.6 8.7 -0.32
O 2.863 -24.180 10.307 -2.7 3.9 2.1 -0.18
O 4.358 -22.170 5.779 -1.0 8.4 -5.4 -0.56
N 3.474 -29.462 6.148 -2.1 4.3 -2.1 -0.13
N -0.979 -27.417 9.344 -7.2 -1.4 -1.8 -0.24
N 4.935 -30.981 5.995 6.0 -2.6 -3.7 -0.40
N 3.090 -21.972 10.782 1.3 4.8 0.4 -0.33
N 7.075 -23.502 8.511 3.1 4.3 -3.1 -0.19
N 6.061 -24.920 9.853 -1.0 0.4 1.6 0.52
N 0.576 -26.080 10.151 -1.0 0.6 0.3 0.32
N 1.790 -29.721 9.938 14.9 -3.6 -6.8 -0.31
N 1.402 -22.932 11.696 -2.9 0.1 1.7 -0.47
N 0.267 -29.377 10.544 -15.8 5.6 4.5 -0.47
C 4.272 -26.636 2.313 1.0 0.4 -1.9 -1.55
C 6.186 -27.660 6.299 -1.2 -2.1 -1.5 -0.40
C 3.161 -26.731 4.572 -1.7 0.2 -0.6 -0.40
C 5.572 -24.080 5.966 -2.5 -1.3 1.0 -0.80
C 7.007 -27.938 7.498 1.5 -9.2 -6.1 -0.25
C 4.485 -23.162 6.506 2.2 -6.5 5.0 0.50
C 2.424 -23.045 10.894 3.2 -6.7 -3.5 0.17
C 6.479 -29.155 8.325 5.8 -1.3 -3.4 -1.42
C 3.513 -26.808 9.063 -1.8 1.3 -2.8 1.49
C 6.455 -27.019 11.836 0.9 0.9 1.6 -0.71
C 4.386 -27.014 3.783 -1.9 6.7 -1.5 1.07
C 1.436 -28.860 10.828 1.5 -5.2 13.2 0.39
C 3.908 -30.566 6.616 -3.0 -2.9 8.8 0.57
C 2.758 -25.848 12.889 0.7 -2.2 -0.4 -0.08
C -0.003 -26.647 9.102 8.2 2.7 -7.6 -0.07
C 6.300 -23.672 9.521 -6.3 2.6 4.6 0.27
C 3.241 -23.868 6.858 -1.2 -0.9 -0.1 0.05
H 4.175 -22.499 4.924 -0.5 0.2 -2.0 0.42
H 7.350 -26.680 11.290 -0.3 -0.4 -0.1 0.20
H -1.484 -27.674 8.475 0.7 -0.2 0.6 0.32
H 5.520 -30.419 5.346 -1.3 -0.4 0.7 0.22
H 6.457 -26.757 5.819 0.4 1.2 -0.1 0.79
H 2.233 -25.995 11.930 0.4 0.0 0.5 -0.15
H -0.183 -28.581 9.953 0.2 -2.7 0.3 0.33
H 2.763 -26.155 8.541 0.9 -0.4 0.5 -0.51
H 5.494 -25.003 6.521 0.3 -0.5 0.0 -0.30
H 6.750 -27.639 12.644 0.5 -0.9 0.7 0.36
H 5.245 -25.015 10.474 0.7 -0.3 -0.4 -0.38
H 7.623 -26.251 7.788 -0.4 -0.3 0.1 0.23
H 3.331 -26.777 10.065 -0.3 0.3 2.9 0.70
H 5.472 -31.749 6.348 -0.4 -0.3 0.4 0.29
H 2.780 -30.083 10.169 -1.0 0.3 -0.3 0.42
H 4.495 -26.432 8.821 0.4 -0.1 -0.1 -0.66
H 2.999 -24.755 6.267 -0.1 0.3 -0.1 -0.52
H 2.453 -23.119 6.763 -0.3 -0.3 0.4 0.52
H 3.230 -26.518 2.053 -0.2 0.3 -0.3 0.39
H 5.618 -29.024 8.803 -3.8 0.6 1.7 0.40
H 0.665 -23.585 11.696 -0.7 -0.7 -0.2 0.24
H 3.388 -24.199 7.871 -0.6 -0.2 0.6 -0.34
H -0.066 -25.782 10.886 0.8 -0.2 0.0 0.23
H 4.892 -25.751 1.963 -1.0 -0.6 0.9 0.33
H 2.868 -21.181 11.418 0.5 -0.9 -1.0 0.20
H 3.947 -28.999 5.352 -0.6 -0.8 0.7 -0.09
H 4.007 -28.264 7.998 -1.0 -0.8 0.4 -1.41
H 2.384 -27.513 4.392 0.3 0.8 -0.6 0.40
H 6.384 -28.407 5.483 -0.7 0.3 1.0 0.30
H 8.078 -27.995 7.112 -0.7 -1.9 0.1 0.34
H -1.678 -26.983 9.941 0.1 -0.5 0.6 0.30
H 4.779 -22.783 7.444 1.0 0.4 1.5 -0.24
H 7.177 -22.480 8.265 0.1 -1.8 0.2 0.32
H 6.491 -29.981 7.570 -0.6 0.5 0.9 0.35
H 2.817 -25.728 4.385 -0.6 0.2 -0.1 0.72
H 1.141 -22.008 11.983 -0.2 0.1 0.1 0.13
H 5.122 -27.584 6.636 0.7 -0.1 -0.8 -0.18
H 6.595 -25.633 9.420 -0.2 -0.9 0.1 0.18
H 5.197 -26.511 4.196 1.4 2.1 0.7 -0.20
H 5.543 -27.193 10.286 -0.8 -0.5 -0.4 0.00
H 2.180 -29.038 9.311 0.3 -0.3 -2.7 -0.07
H 4.669 -27.402 1.599 -0.3 0.0 0.9 0.31
H 5.464 -28.468 3.569 -1.0 -0.2 0.5 0.47
H 1.330 -25.508 9.840 1.0 1.2 0.6 -0.33
H 7.236 -29.475 9.065 -0.3 0.4 -0.2 0.43
H 5.999 -26.185 12.307 0.2 1.5 0.7 0.25
H -0.405 -29.150 11.405 0.4 0.1 -0.8 0.33
H 6.489 -23.652 6.069 2.7 1.2 0.1 0.57
H 7.693 -24.152 8.012 -0.8 0.5 0.9 0.13
H 2.759 -26.851 13.421 -0.6 1.4 -0.2 0.32
H 1.838 -24.187 13.004 -0.2 0.8 -0.5 0.42
H 5.372 -24.260 4.936 -0.2 -0.4 -1.1 0.55
H 3.290 -26.830 5.613 0.6 0.1 1.4 -0.84
H 3.811 -25.665 12.718 0.5 0.0 -0.6 0.17
H 2.699 -28.950 6.524 -0.3 -0.4 0.5 0.19
H 3.975 -21.982 10.307 0.7 -0.2 -0.2 0.24



Entry 3:
90
Properties=species:S:1:pos:R:3:forces:R:3:mulliken_charge:R:1 method="wB97M-V/def2-TZVPD" fmax_ev_per_a=10.4 gap_ha=0.3326 energy_ha=-1837.35922 smiles="NC(N)=O.NC(N)=O.NC(N)=O.CCO.CCO.CCO.CCO.CCO.CCO.CO.CO" de_lowest_kj_mol=423.4
O 19.228 -8.561 4.929 -0.8 -1.8 0.1 -0.67
O 20.897 -8.441 1.652 1.6 0.7 0.3 1.25
O 21.477 -11.459 -0.829 -1.1 0.0 -1.2 -0.75
O 18.760 -12.528 -0.684 1.5 -1.2 -0.7 -0.66
O 18.996 -6.221 -0.915 -0.5 1.2 -0.3 0.71
O 23.288 -10.792 4.030 -5.4 1.4 -0.9 -0.71
O 15.957 -8.674 -2.995 0.3 -1.1 -0.9 -0.56
O 21.660 -7.200 -3.363 -1.0 -2.9 4.2 -0.79
O 23.243 -7.105 2.838 0.6 0.3 0.0 -0.56
O 16.768 -6.505 2.167 -2.9 5.1 -3.3 -0.57
O 21.337 -2.928 1.419 0.8 1.2 0.9 -0.62
N 15.119 -4.794 1.563 -1.8 0.3 1.8 -0.46
N 21.353 -7.647 -1.144 1.2 4.9 5.2 0.26
N 21.162 -9.289 -2.598 -0.5 -4.4 0.0 -0.10
N 21.754 -9.274 4.723 -0.7 4.4 2.3 -0.12
N 16.848 -5.140 0.262 2.7 -1.4 -0.8 0.04
N 21.010 -10.867 3.342 -0.9 -0.5 -1.3 -0.33
C 20.152 -6.467 5.252 0.1 0.2 1.0 -1.21
C 17.768 -11.252 1.178 -3.2 -1.4 0.1 -0.39
C 16.253 -5.471 1.384 2.2 -4.7 2.6 0.70
C 19.538 -8.345 1.362 -0.4 0.8 -0.7 0.80
C 19.011 -5.436 -2.094 0.5 1.1 -1.4 -0.53
C 18.927 -7.208 4.714 -0.4 0.8 1.3 0.92
C 21.406 -8.051 -2.337 1.7 4.0 -9.5 0.31
C 19.875 -4.767 2.098 1.0 -1.2 -0.2 0.40
C 22.485 -11.210 0.073 2.4 -0.6 0.3 1.30
C 15.445 -9.343 -1.826 -0.2 2.1 -0.9 -0.50
C 18.351 -6.129 -3.260 -0.9 -0.1 -1.4 -1.02
C 22.033 -10.315 4.018 7.6 -3.4 0.7 0.31
C 24.190 -8.119 2.565 1.0 -1.0 -1.2 -0.41
C 16.141 -8.622 -0.697 -1.2 -0.7 1.8 -0.03
C 20.401 -3.880 0.959 -1.4 1.6 3.1 -0.77
C 17.917 -11.463 -0.349 1.6 3.2 -0.3 0.28
C 23.616 -10.449 -0.623 0.3 -1.3 -0.2 -1.54
H 21.343 -10.005 -1.866 -0.5 0.5 -0.8 0.22
H 18.525 -9.166 4.639 0.1 0.6 0.1 0.28
H 20.882 -2.177 1.877 0.5 -1.3 -0.7 0.35
H 21.114 -9.151 2.291 -0.7 0.2 -0.6 -1.01
H 21.082 -6.766 4.795 0.1 0.1 -1.0 0.07
H 20.011 -5.092 -2.424 0.2 -1.0 0.4 0.38
H 22.111 -10.704 0.922 -0.3 0.8 1.0 -1.09
H 18.439 -10.512 -0.782 -1.0 -1.2 0.8 -0.13
H 24.688 -8.536 3.439 -0.8 -0.4 0.4 0.26
H 21.776 -6.661 -1.014 -1.0 -2.4 0.0 0.20
H 21.212 -9.630 -3.553 0.1 0.6 0.3 0.26
H 18.783 -7.099 -3.528 0.3 0.2 0.3 0.20
H 18.698 -11.136 1.644 1.5 -0.5 0.7 -0.28
H 23.451 -9.407 -0.833 -0.2 0.4 0.2 0.36
H 17.958 -6.953 5.224 1.0 0.0 -0.2 0.32
H 19.016 -8.930 2.021 -1.6 -1.3 1.9 0.11
H 23.782 -8.911 1.889 0.0 0.3 0.9 -0.06
H 14.384 -9.075 -1.800 -0.2 -0.8 0.3 0.31
H 20.080 -10.756 3.660 -0.7 0.4 0.6 0.14
H 17.199 -8.645 -0.840 0.7 0.0 0.0 -0.22
H 15.591 -10.420 -1.976 0.1 0.4 0.3 0.22
H 20.750 -11.853 -0.351 -0.8 -0.4 0.0 0.36
H 16.548 -4.425 -0.358 -0.3 0.3 -0.2 0.29
H 23.783 -10.961 -1.581 -0.1 0.2 0.0 0.38
H 21.125 -8.182 -0.323 0.5 -0.3 0.2 -0.33
H 19.552 -4.164 2.949 0.0 0.1 -0.1 0.50
H 17.678 -5.728 -0.006 -0.9 0.9 0.1 -0.18
H 20.029 -5.404 5.174 0.0 0.5 -0.4 0.37
H 19.701 -6.848 -1.020 0.7 -0.8 0.1 -0.64
H 19.059 -7.344 1.363 0.9 -0.4 0.2 -0.97
H 21.101 -11.704 2.811 0.8 -0.5 0.0 0.21
H 14.545 -5.011 2.379 0.4 0.3 -0.6 0.28
H 17.278 -6.341 -3.126 0.3 0.2 0.4 0.07
H 22.881 -12.182 0.423 0.1 0.4 0.0 0.45
H 19.336 -8.808 0.418 -0.2 -0.2 -1.0 0.06
H 20.815 -8.814 4.754 0.9 -1.1 -0.2 0.21
H 18.606 -4.426 -1.954 -0.8 -0.4 0.7 0.57
H 17.012 -11.553 -0.902 -1.1 -0.1 0.1 0.29
H 20.462 -6.622 6.305 -1.1 -0.3 -0.1 0.36
H 18.772 -7.037 3.670 0.0 0.4 -0.7 -0.37
H 20.785 -4.351 0.139 1.3 -1.7 -1.9 0.17
H 15.819 -7.572 -0.624 0.1 -0.3 -0.4 0.31
H 22.365 -7.497 2.860 0.1 0.0 -0.3 0.04
H 20.661 -5.502 2.482 -0.8 1.1 -0.6 -0.23
H 25.110 -7.835 2.007 -0.9 1.1 -0.1 0.31
H 24.558 -10.590 -0.089 -0.2 0.3 0.2 0.44
H 19.630 -3.249 0.588 -1.5 0.0 -0.6 0.40
H 19.027 -5.380 1.769 0.1 0.3 0.1 -0.56
H 18.380 -5.530 -4.203 0.3 -0.2 0.8 0.42
H 14.871 -3.997 0.970 0.2 -0.8 0.6 0.14
H 19.146 -12.434 -1.602 -1.0 0.1 1.5 0.35
H 15.863 -9.048 0.293 0.4 0.1 -0.5 0.22
H 17.073 -12.024 1.698 1.7 0.5 -1.0 0.39
H 22.481 -8.686 5.190 -0.5 -1.5 -0.9 0.30
H 17.211 -10.371 1.534 0.2 0.3 -1.1 0.19
H 15.496 -7.850 -3.127 -0.2 0.3 0.1 0.29